Molecular formula: C6F18MgN3O12S6
Method: DFT, wB97M-V/def2-TZVPD

Values from the calculation:
HOMO ... -8.42 eV
E_LUMO ... 2.531 eV
DFT total energy ... -154635.701 eV
Gap between HOMO and LUMO ... 10.95 eV

ORCA input file:
```
! RIJCOSX wB97M-V def2-TZVPD def2/J DEFGRID3
* xyz -1 1
S 10.164 8.714 20.036
S 5.867 10.177 19.697
S 7.771 5.952 16.561
S 9.140 7.717 22.264
S 7.648 8.575 16.081
S 4.421 8.089 18.808
Mg 7.689 7.919 19.137
F 7.964 3.720 17.920
F 11.468 6.397 20.219
F 3.843 6.331 20.676
F 6.854 6.488 21.886
F 9.269 9.340 14.185
F 8.515 5.193 22.398
F 6.474 10.167 22.206
F 4.959 11.617 21.649
F 3.561 5.618 18.654
F 5.570 5.811 19.459
F 8.489 5.499 19.047
F 11.160 7.172 18.215
F 10.188 7.894 15.519
F 4.446 9.505 21.859
F 9.880 9.928 16.171
F 12.619 8.115 19.548
F 9.858 4.699 17.570
F 7.599 6.414 23.927
O 10.438 7.186 22.568
O 6.403 5.581 16.565
O 10.753 9.577 20.962
O 9.619 9.272 18.833
O 6.889 8.117 14.998
O 4.955 10.919 18.911
O 8.499 5.727 15.360
O 3.347 8.740 19.470
O 8.743 8.843 23.031
O 7.195 9.739 16.769
O 4.412 7.994 17.398
O 7.251 10.557 19.642
N 7.949 7.418 17.284
N 5.890 8.529 19.362
N 8.886 7.779 20.662
C 8.582 4.890 17.836
C 4.327 6.354 19.439
C 9.371 8.934 15.436
C 7.950 6.375 22.659
C 11.451 7.487 19.482
C 5.376 10.377 21.481
*
```

Molecular formula: C6H10
Method: DFT, wB97M-V/def2-TZVPD

Values from the calculation:
HOMO (spin up / spin down) ... 0.73 / -2.53 eV
E_LUMO (spin up / spin down) ... 4.202 / 4.085 eV
DFT total energy ... -6381.401 eV
Gap between HOMO and LUMO (spin up / spin down) ... 3.47 / 6.61 eV

ORCA input file:
```
! RIJCOSX wB97M-V def2-TZVPD def2/J DEFGRID3
* xyz -1 2
C 0.369 -2.054 0.784
C -0.178 -0.761 0.589
C 0.148 -2.794 1.936
C -0.575 1.379 -0.591
C 0.113 2.467 -1.436
C 0.263 0.109 -0.308
H 1.162 -0.145 -0.835
H -0.454 -2.483 2.789
H -0.561 2.853 -2.202
H -1.345 0.965 -1.313
H 0.610 3.249 -0.842
H -1.097 -0.429 1.138
H 1.064 -2.312 -0.020
H -0.999 1.793 0.331
H 0.891 1.924 -2.110
H 0.590 -3.762 2.089
*
```

Molecular formula: C6H10
Method: DFT, wB97M-V/def2-TZVPD

Values from the calculation:
HOMO (spin up / spin down) ... -1.45 / -0.88 eV
E_LUMO (spin up / spin down) ... 4.223 / 3.819 eV
DFT total energy ... -6379.241 eV
Gap between HOMO and LUMO (spin up / spin down) ... 5.67 / 4.70 eV

ORCA input file:
```
! RIJCOSX wB97M-V def2-TZVPD def2/J DEFGRID3
* xyz -1 2
C 2.225 -0.190 0.949
C -2.761 0.714 -0.060
C -1.377 0.648 -0.315
C -0.527 -0.082 0.495
C 1.419 -0.391 -1.142
C 0.895 -0.555 0.284
H -1.069 1.113 -1.261
H -3.194 -0.125 0.491
H 2.099 0.738 1.525
H -3.414 1.397 -0.560
H 1.647 0.625 -1.494
H 0.424 -1.553 0.341
H 2.622 -0.996 1.576
H -0.980 -0.455 1.436
H 0.548 -0.751 -1.836
H 2.288 -1.002 -1.348
*
```